1.
Density functional theory data (ωB97M-V with the def2-TZVPD basis set) for a cluster of 2 separate species, CHN3 in total.

Values from the calculation:
* Kohn-Sham gap (alpha / beta): 8.22 / 8.22 eV
* calculated total energy: -5518.262 eV
* strongest force on any atom: 3.89 eV/Å
* ΔE to the lowest compared entry with this formula, charge and spin: 5.069 eV
* net charge: 0

Each line ends with the Mulliken charge.
CARTESIAN COORDINATES (ANGSTROEM)
1 C -2.503466 -0.478822 0.000157  -0.343
2 N 0.456133 0.623968 0.018303  0.174
3 N 1.269730 -0.205091 -0.039162  -0.006
4 N -1.385755 -0.106241 -0.050011  -0.137
5 H 2.163359 0.166185 0.070714  0.311

Cartesian forces, eV/Å:
0.698 0.280 -0.020
-0.813 -0.885 0.004
-3.866 -0.431 -0.113
1.341 0.097 -0.019
2.640 0.940 0.148

=====

2.
Density functional theory data (ωB97M-V with the def2-TZVPD basis set) for an isolated molecule of C5H7NO.

Values from the calculation:
* Kohn-Sham gap: 8.16 eV
* calculated total energy: -8833.322 eV
* strongest force on any atom: 0.49 eV/Å
* SMILES string: C[C@@H]1OC=C=C1N
* ΔE to the lowest compared entry with this formula, charge and spin: 2.881 eV
* net charge: 0

Each line ends with the Mulliken charge.
CARTESIAN COORDINATES (ANGSTROEM)
1 C 1.513592 0.669736 0.507407  -1.249
2 C 0.073651 0.647390 0.027297  0.362
3 C -0.550165 -0.628788 -0.486755  0.752
4 N 0.071705 -1.374192 -1.411163  -0.404
5 C -1.849699 -0.849562 0.000615  -1.246
6 C -1.887937 0.174681 0.915437  0.036
7 O -0.830905 1.032571 1.054729  -0.381
8 H 2.186898 0.465979 -0.333057  0.373
9 H 1.757731 1.663030 0.896024  0.337
10 H 1.706818 -0.062786 1.295088  0.307
11 H -0.445094 -2.177156 -1.740906  0.295
12 H 1.071071 -1.355438 -1.550200  0.224
13 H -0.050565 1.375585 -0.779286  0.174
14 H -2.683609 0.435043 1.613096  0.420

Cartesian forces (eV/Å) of the 6 atoms listed first:
0.039 -0.061 0.005
0.145 -0.106 0.031
0.129 0.046 -0.280
-0.111 -0.078 0.200
0.378 0.248 0.189
-0.217 -0.010 0.150

=====

3.
Density functional theory data (ωB97M-V with the def2-TZVPD basis set) for a cluster of 2 separate species, C5H14O2 in total.

Values from the calculation:
* Kohn-Sham gap: 11.03 eV
* calculated total energy: -9505.235 eV
* strongest force on any atom: 3.32 eV/Å
* SMILES string: CCCCCO.O
* ΔE to the lowest compared entry with this formula, charge and spin: 1.765 eV
* net charge: 0

Each line ends with the Mulliken charge.
CARTESIAN COORDINATES (ANGSTROEM)
1 C 0.175972 0.791164 0.579606  -0.342
2 O 0.434277 1.502990 1.724805  -0.532
3 C -0.695281 -0.486172 0.712756  -0.578
4 C 0.053738 -1.860271 0.437839  -0.719
5 C 0.832907 -1.900553 -0.922243  -0.376
6 C 0.010569 -1.092797 -2.047268  -1.105
7 H -0.372118 1.438949 -0.134002  0.286
8 H 1.148104 0.506099 0.065360  0.186
9 H 0.983080 0.944229 2.243118  0.300
10 H -1.163398 -0.604326 1.721287  0.356
11 H -1.425075 -0.277590 -0.093515  0.255
12 H 0.716138 -2.026270 1.294792  0.304
13 H -0.775731 -2.615239 0.510880  0.309
14 H 1.814114 -1.456298 -0.878010  0.380
15 H 0.828517 -3.006985 -1.063386  0.314
16 H 0.070244 0.139066 -2.119088  0.170
17 H -1.012488 -1.049110 -1.996440  0.431
18 H 0.284564 -1.593202 -2.961158  0.364
19 H -0.114813 3.536586 1.171267  0.360
20 H -1.107285 4.735449 0.484764  0.302
21 O -0.686035 4.374281 1.268636  -0.663

Cartesian forces (eV/Å) of the 6 atoms listed first:
0.285 -1.212 -2.232
-0.439 1.196 0.500
0.535 -0.477 -0.255
-0.893 1.647 0.296
-3.037 0.443 0.543
2.779 1.717 0.253

=====

4.
Density functional theory data (ωB97M-V with the def2-TZVPD basis set) for a cluster of 2 separate species, C4H12N3 in total.

Values from the calculation:
* Kohn-Sham gap: 9.22 eV
* calculated total energy: -8802.086 eV
* strongest force on any atom: 3.10 eV/Å
* ΔE to the lowest compared entry with this formula, charge and spin: 5.648 eV
* net charge: +1

Each line ends with the Mulliken charge.
CARTESIAN COORDINATES (ANGSTROEM)
1 C -0.321875 -1.161377 -1.659869  0.094
2 C 1.652661 -0.611671 -0.348895  -0.952
3 C 0.353919 1.883452 0.121310  -0.626
4 C -2.130496 0.856028 1.978015  -0.878
5 N 0.385482 -2.122537 -2.033728  -0.456
6 N 0.286151 -0.318062 -0.662875  0.542
7 N -0.340484 0.725732 -0.333081  -0.508
8 H -1.295593 -0.632050 -1.931234  0.372
9 H 2.243223 -0.018361 -0.994209  0.460
10 H 1.834734 -0.237453 0.700491  0.363
11 H 1.892315 -1.683069 -0.430092  0.357
12 H 1.441322 1.775793 -0.262487  0.421
13 H -0.246183 2.789409 -0.353635  0.331
14 H 0.119994 2.034772 1.238658  0.225
15 H -2.039138 -0.195490 2.555025  0.227
16 H -3.226753 1.103361 1.747091  0.286
17 H -1.609803 1.066613 1.045200  0.169
18 H 0.321611 -2.709033 -2.870656  0.291
19 H -1.771646 1.732994 2.665024  0.283

Cartesian forces (eV/Å) of the 6 atoms listed first:
-1.495 -0.696 -1.335
0.940 0.114 2.827
0.302 1.401 0.106
-1.211 0.818 2.247
0.003 0.905 0.029
-0.579 1.738 1.244

=====

5.
Density functional theory data (ωB97M-V with the def2-TZVPD basis set) for a structure of composition C22H29N4O2PtS2.

Values from the calculation:
* Kohn-Sham gap (alpha / beta): 5.88 / 5.88 eV
* calculated total energy: -58260.612 eV
* strongest force on any atom: 0.16 eV/Å
* ΔE to the lowest compared entry with this formula, charge and spin: 0.325 eV
* net charge: -1

Each line ends with the Mulliken charge.
CARTESIAN COORDINATES (ANGSTROEM)
1 Pt -0.863226 -2.832998 0.660448  0.410
2 C -3.832239 0.998166 -2.157030  -1.244
3 C -2.500843 1.473603 -1.587283  -0.977
4 N -1.349941 0.754920 -2.115117  0.526
5 C -0.712825 1.281079 -3.318640  -0.403
6 C -1.086561 0.523640 -4.587683  -1.260
7 C -0.886300 -0.394239 -1.541615  0.025
8 S -1.784075 -1.003235 -0.219662  -0.418
9 N 0.223823 -0.865086 -2.119773  0.045
10 C 0.945284 -1.895414 -1.672926  0.095
11 O 0.739162 -2.688148 -0.734324  -0.787
12 C 2.233981 -2.110167 -2.425068  0.528
13 C 2.548415 -1.365764 -3.558048  0.057
14 C 3.749095 -1.571644 -4.220950  -0.730
15 C 4.648830 -2.519816 -3.752862  -0.340
16 C 4.340495 -3.263101 -2.621241  -0.655
17 C 3.137719 -3.061570 -1.961755  -0.494
18 H -4.656655 1.542140 -1.692219  0.427
19 H -3.967980 -0.064671 -1.959099  0.282
20 H -3.879521 1.163566 -3.234706  0.287
21 H -2.502786 1.375795 -0.502290  0.345
22 H -2.352612 2.531670 -1.814384  0.545
23 H 0.367962 1.255386 -3.187073  0.070
24 H -1.017114 2.325673 -3.404423  0.499
25 H -0.785635 -0.519110 -4.497605  0.230
26 H -0.579699 0.960055 -5.451473  0.390
27 H -2.161833 0.562027 -4.766287  0.364
28 H 1.838640 -0.627708 -3.905743  0.336
29 H 3.984695 -0.989356 -5.103440  0.397
30 H 5.588715 -2.678050 -4.267538  0.373
31 H 5.040745 -4.000798 -2.249796  0.391
32 H 2.880981 -3.627047 -1.076312  0.437
33 C -1.437103 2.398368 5.635953  -1.130
34 C -2.092734 1.811835 4.393043  -0.817
35 N -1.142410 1.119298 3.530384  0.380
36 C -1.278567 -0.337204 3.430251  -0.312
37 C -0.892960 -1.062712 4.707707  -1.101
38 C -0.365945 1.893325 2.741345  0.287
39 O -0.473947 3.119132 2.720651  -0.699
40 C 0.674493 1.243134 1.876964  0.488
41 C 0.794826 1.677622 0.563765  -0.621
42 C 1.777959 1.125268 -0.233564  -0.120
43 C 2.622497 0.174902 0.321069  -0.439
44 N 2.555930 -0.216292 1.588283  -0.658
45 C 1.588037 0.303249 2.340644  -0.013
46 H -2.180616 2.905310 6.254781  0.387
47 H -0.677698 3.123990 5.346970  0.304
48 H -0.967071 1.615418 6.232524  0.271
49 H -2.567872 2.609418 3.819574  0.407
50 H -2.858913 1.086992 4.670158  0.443
51 H -0.694491 -0.707498 2.592503  0.036
52 H -2.316916 -0.566976 3.177781  0.346
53 H 0.145606 -0.858096 4.977774  0.248
54 H -1.016990 -2.132262 4.538094  0.235
55 H -1.526279 -0.763717 5.547081  0.342
56 H 0.115619 2.434218 0.190905  0.547
57 H 1.886581 1.403300 -1.272809  0.278
58 H 3.390362 -0.293284 -0.288395  0.482
59 H 1.546024 -0.038004 3.369292  0.337
60 S -1.956122 -3.738533 2.273186  -0.656

Cartesian forces (eV/Å) of the 6 atoms listed first:
-0.070 -0.089 0.049
-0.009 0.000 0.002
-0.020 -0.014 -0.041
0.048 0.010 0.051
-0.019 -0.015 -0.018
-0.003 0.007 0.017

=====

6.
Density functional theory data (ωB97M-V with the def2-TZVPD basis set) for a structure of composition C2H3F24O2P4Zn.

Values from the calculation:
* Kohn-Sham gap: 8.46 eV
* calculated total energy: -157038.605 eV
* strongest force on any atom: 2.48 eV/Å
* ΔE to the lowest compared entry with this formula, charge and spin: 0.000 eV
* net charge: -3

Each line ends with the Mulliken charge.
CARTESIAN COORDINATES (ANGSTROEM)
1 Zn 0.223705 0.118524 -0.297723  2.318
2 C -3.540462 -0.621629 -0.917595  -0.892
3 C -2.349063 -0.956285 -1.830480  0.494
4 O -2.675100 -1.227151 -3.002013  -0.758
5 O -1.183291 -0.660727 -1.449808  -0.702
6 H -3.991876 0.251433 -1.398044  0.263
7 H -3.222885 -0.259257 0.060707  0.162
8 H -4.347993 -1.350951 -0.877743  0.337
9 P -0.305908 -2.924520 1.755906  1.267
10 F 0.931489 -2.595723 2.756789  -0.371
11 F -0.179096 -1.459970 1.045472  -0.501
12 F 0.684632 -3.528737 0.640654  -0.354
13 F -1.606217 -3.252630 0.800401  -0.394
14 F -0.432140 -4.413840 2.403990  -0.389
15 F -1.297970 -2.354869 2.869521  -0.369
16 P 2.165526 1.436012 2.326863  1.499
17 F 0.914942 1.159752 1.248410  -0.495
18 F 2.226883 2.960781 1.812865  -0.359
19 F 1.159066 1.850013 3.520504  -0.375
20 F 3.452153 1.689373 3.277204  -0.386
21 F 2.104522 -0.090776 2.797544  -0.302
22 F 3.137041 1.001585 1.046758  -0.360
23 P 2.676096 -0.816633 -2.312750  1.295
24 F 3.801720 -1.808209 -2.833931  -0.355
25 F 2.696208 0.001770 -3.722657  -0.396
26 F 1.491944 -1.767126 -2.876548  -0.360
27 F 1.544432 0.261455 -1.761114  -0.712
28 F 2.511426 -1.588017 -0.895889  -0.396
29 F 3.805932 0.166786 -1.730301  -0.376
30 P -1.501414 2.959663 -0.356416  1.312
31 F -1.108096 3.825708 0.974277  -0.397
32 F -3.023656 3.471952 -0.121405  -0.385
33 F -1.136530 4.263977 -1.268545  -0.405
34 F -1.931876 2.136097 -1.662255  -0.348
35 F 0.039362 2.453194 -0.594986  -0.430
36 F -1.733511 1.668988 0.572337  -0.377

Cartesian forces (eV/Å) of the 6 atoms listed first:
-1.375 -0.421 -0.497
0.229 0.703 0.300
-1.754 1.134 -1.329
0.547 -0.646 0.606
1.461 0.030 0.719
0.083 0.047 -0.067

=====

7.
Density functional theory data (ωB97M-V with the def2-TZVPD basis set) for a structure of composition C9H10N2O4SeTi.

Values from the calculation:
* Kohn-Sham gap (alpha / beta): 7.28 / 6.88 eV
* calculated total energy: -109108.186 eV
* strongest force on any atom: 8.50 eV/Å
* <S²>: 2.02
* net charge: +2
* spin multiplicity: 3

Each line ends with the Mulliken charge.
CARTESIAN COORDINATES (ANGSTROEM)
1 Ti -0.103602 -0.421940 0.956277  0.198
2 O -2.114171 -1.548466 -1.242284  -0.194
3 C -1.302780 -0.960509 -0.600455  0.333
4 C 1.462584 0.901419 1.010960  0.423
5 O 2.361714 1.609310 1.257287  -0.153
6 C -1.088600 1.321708 0.636362  0.431
7 O -1.747036 2.289590 0.532564  -0.153
8 C 1.191531 -1.327720 -0.356458  0.392
9 O 1.864511 -1.874762 -1.125937  -0.142
10 H 0.362423 1.202222 -1.968735  0.023
11 H 0.876762 1.509704 -1.544258  0.057
12 C -3.552992 -1.473305 2.196494  -0.939
13 N -2.595498 -2.541202 2.005494  0.206
14 C -3.007596 -3.798907 1.603384  -0.569
15 C -1.892800 -4.561387 1.449494  -0.366
16 N -0.801600 -3.782660 1.780665  0.246
17 C 0.566549 -4.312355 1.656570  -0.888
18 C -1.242445 -2.518968 2.100857  -0.012
19 Se -0.217922 -1.217030 3.217365  -0.085
20 H -3.066693 -0.583566 2.584442  0.309
21 H -4.330021 -1.806802 2.862245  0.351
22 H -3.983677 -1.279548 1.242447  0.410
23 H -3.982614 -4.003119 1.424471  0.592
24 H -1.751330 -5.564850 1.099789  0.514
25 H 0.669200 -5.240422 2.234397  0.354
26 H 0.713726 -4.536337 0.592353  0.394
27 H 1.318756 -3.545663 2.000203  0.268

Cartesian forces (eV/Å) of the 6 atoms listed first:
-0.162 -1.361 1.808
4.671 3.536 3.396
-5.863 -4.121 -4.576
5.518 4.325 1.746
-4.343 -3.377 -1.415
-4.442 6.465 -0.550

=====

8.
Density functional theory data (ωB97M-V with the def2-TZVPD basis set) for a cluster of 2 separate species, C20H36N2OP in total.

Values from the calculation:
* Kohn-Sham gap: 6.24 eV
* calculated total energy: -35633.894 eV
* strongest force on any atom: 2.79 eV/Å
* net charge: +1

Each line ends with the Mulliken charge.
CARTESIAN COORDINATES (ANGSTROEM)
1 C 2.534443 1.596800 -3.321233  -0.234
2 O 1.116317 1.908511 -3.267767  -0.371
3 C 0.286547 0.901947 -2.725550  -0.057
4 C -1.176081 1.039114 -3.101172  0.353
5 C -1.988640 -0.103766 -3.005631  -0.447
6 C -3.349112 -0.005248 -3.255810  -0.770
7 C -3.913289 1.253181 -3.476988  1.106
8 C -5.382215 1.366368 -3.630571  -1.387
9 C -3.127742 2.413845 -3.419682  -0.579
10 C -1.764813 2.318153 -3.146723  -0.747
11 H 3.068944 2.560495 -3.388398  0.263
12 H 2.833915 1.038203 -2.399794  -0.142
13 H 2.793115 0.988128 -4.216284  0.275
14 H 0.678461 -0.120431 -2.901324  0.403
15 H -1.512000 -1.047230 -2.719380  0.368
16 H -3.975526 -0.894844 -3.225150  0.390
17 H -5.632082 2.423075 -3.753351  0.340
18 H -5.683576 0.786605 -4.507226  0.337
19 H -5.940446 0.992381 -2.763049  0.304
20 H -3.627956 3.380455 -3.529349  0.262
21 H -1.160261 3.216379 -2.975289  0.404
22 C -2.078007 0.339864 3.723639  -2.068
23 C -0.586170 0.393992 3.447494  1.214
24 C -0.045968 1.743642 3.918243  -1.520
25 C 0.114904 -0.781570 4.148107  -1.238
26 N -0.311076 0.309160 1.984786  0.328
27 C -1.208655 -0.436450 1.080959  -0.647
28 C -0.766217 -1.870024 0.907147  -0.773
29 C 0.641072 -2.015778 0.346816  -0.549
30 N 1.576537 -0.919145 0.642771  1.070
31 C 3.040932 -1.264241 0.637803  0.731
32 C 3.369729 -2.027284 1.921594  -1.361
33 C 3.862684 0.026029 0.559300  -1.525
34 C 3.312178 -2.126679 -0.578330  -1.540
35 P 1.324662 0.330780 1.751299  -0.073
36 H 0.209623 1.094639 -1.655120  -0.002
37 H -2.517164 -0.631925 3.466956  0.411
38 H -2.236036 0.509238 4.793930  0.485
39 H -2.597467 1.126583 3.168582  0.447
40 H 1.040466 1.862032 3.774697  0.338
41 H -0.555872 2.538131 3.360763  0.424
42 H -0.266510 1.891881 4.981790  0.434
43 H 1.212729 -0.818470 3.990399  0.360
44 H -0.054243 -0.716154 5.230185  0.473
45 H -0.307762 -1.738272 3.802778  0.283
46 H -2.206975 -0.386770 1.511844  0.413
47 H -1.242934 0.054591 0.099693  0.186
48 H -0.819615 -2.371575 1.875956  0.311
49 H -1.470071 -2.382681 0.239130  0.444
50 H 1.071723 -2.975258 0.662786  0.310
51 H 0.562168 -2.122312 -0.743466  0.335
52 H 2.741735 -2.923206 2.011576  0.269
53 H 4.415383 -2.353359 1.894259  0.492
54 H 3.226134 -1.406144 2.816809  0.317
55 H 3.586703 0.635325 -0.310078  0.155
56 H 3.778108 0.650991 1.462817  0.401
57 H 4.925403 -0.229697 0.451531  0.489
58 H 2.925717 -1.640995 -1.485526  0.268
59 H 4.392420 -2.262443 -0.689565  0.484
60 H 2.861751 -3.118555 -0.474605  0.354

Cartesian forces (eV/Å) of the 6 atoms listed first:
-0.764 -0.113 0.202
0.796 -0.242 -0.511
-0.083 0.184 0.277
-0.112 0.236 0.802
0.537 0.454 -0.554
0.325 0.247 0.348